No. 1
C53H55I2MoN2O5S2SeSi as an isolated structure at a distorted geometry. Source: OMol25; level of theory: the ωB97M-V functional and the def2-TZVPD basis.

Atoms and positions in Å:
Mo: -2.103 -0.766 -0.135
C: 4.684 -3.450 -5.684
C: 3.912 -3.035 -4.463
C: 4.379 -3.332 -3.183
C: 3.679 -2.936 -2.057
C: 2.499 -2.228 -2.219
C: 1.999 -1.937 -3.476
C: 2.710 -2.344 -4.594
S: 1.582 -1.706 -0.779
O: 1.676 -2.823 0.197
C: 2.852 -0.485 -0.272
C: 3.257 0.408 -1.293
C: 4.485 0.993 -1.252
C: 5.439 0.523 -0.308
C: 6.813 0.818 -0.459
C: 7.751 0.202 0.319
C: 7.342 -0.752 1.270
C: 6.015 -1.006 1.479
C: 5.019 -0.340 0.729
C: 3.608 -0.629 0.887
C: 3.084 -1.067 2.176
C: 3.927 -1.043 3.356
C: 4.991 -0.121 3.501
C: 5.757 -0.103 4.634
C: 5.518 -1.020 5.674
C: 4.452 -1.872 5.592
C: 3.606 -1.863 4.462
C: 2.378 -2.585 4.466
C: 1.437 -2.272 3.542
C: 1.766 -1.451 2.440
S: 0.545 -0.343 1.788
O: -0.700 -1.057 1.143
C: -0.145 0.158 3.344
C: 0.536 1.139 4.048
C: 0.011 1.590 5.247
C: -1.189 1.080 5.741
C: -1.770 1.581 7.033
C: -1.838 0.081 5.018
C: -1.327 -0.388 3.818
H: 5.513 -4.105 -5.424
H: 5.089 -2.577 -6.197
H: 4.041 -3.976 -6.390
H: 5.303 -3.885 -3.068
H: 4.028 -3.180 -1.061
H: 1.062 -1.406 -3.576
H: 2.323 -2.131 -5.583
H: 2.576 0.591 -2.113
H: 4.786 1.713 -2.001
H: 7.111 1.505 -1.242
H: 8.803 0.410 0.179
H: 8.084 -1.299 1.837
H: 5.727 -1.763 2.198
H: 5.179 0.602 2.718
H: 6.550 0.626 4.730
H: 6.155 -1.023 6.547
H: 4.211 -2.535 6.413
H: 2.161 -3.275 5.270
H: 0.426 -2.643 3.634
H: 1.478 1.527 3.677
H: 0.543 2.346 5.811
H: -1.315 2.522 7.337
H: -1.606 0.857 7.832
H: -2.846 1.727 6.943
H: -2.762 -0.338 5.394
H: -1.840 -1.166 3.269
I: -1.746 -3.126 -1.353
C: -2.703 -5.744 1.375
I: -1.574 -4.525 2.546
H: -2.186 -6.417 0.714
H: -3.751 -5.523 1.278
O: -0.241 0.956 -1.727
H: -0.685 1.170 -2.557
H: -0.445 1.689 -1.126
Se: -3.800 -0.470 1.373
C: 1.119 3.414 1.228
N: -0.197 3.502 1.832
C: -1.182 2.609 1.583
N: -2.358 2.784 2.224
O: -1.024 1.675 0.780
H: 1.875 3.130 1.962
H: 1.398 4.370 0.786
H: 1.096 2.655 0.450
H: -0.369 4.241 2.492
H: -2.472 3.447 2.968
H: -3.055 2.063 2.103
C: -4.127 -1.527 -4.242
C: -3.685 -0.058 -4.302
C: -4.513 0.640 -5.391
C: -2.199 0.006 -4.667
Si: -3.978 0.744 -2.620
O: -2.879 -0.025 -1.554
C: -3.563 2.568 -2.549
C: -3.966 3.485 -3.526
C: -3.618 4.826 -3.438
C: -2.862 5.282 -2.369
C: -2.484 4.396 -1.371
C: -2.838 3.058 -1.461
C: -5.662 0.400 -1.922
C: -5.986 -0.872 -1.438
C: -7.238 -1.128 -0.903
C: -8.186 -0.116 -0.841
C: -7.882 1.151 -1.316
C: -6.627 1.407 -1.849
H: -3.923 -2.004 -5.205
H: -5.196 -1.613 -4.048
H: -3.593 -2.086 -3.474
H: -4.476 0.044 -6.307
H: -4.122 1.627 -5.634
H: -5.563 0.739 -5.106
H: -2.028 -0.491 -5.626
H: -1.594 -0.514 -3.921
H: -1.851 1.040 -4.765
H: -4.573 3.164 -4.360
H: -3.940 5.515 -4.207
H: -2.583 6.326 -2.308
H: -1.920 4.748 -0.515
H: -2.562 2.382 -0.664
H: -5.252 -1.670 -1.473
H: -7.475 -2.117 -0.533
H: -9.163 -0.313 -0.419
H: -8.621 1.940 -1.270
H: -6.393 2.404 -2.204

Forces on atoms 1 to 2 (eV/Å):
-1.550 0.124 0.279
-0.026 0.000 0.019

The spin multiplicity is 3. The calculation puts the gap between HOMO and LUMO (alpha / beta) at 6.3015 / 6.8945 eV. Its HOMO energy (alpha / beta) is -9.7 / -10.1 eV. The energy above the lowest of the compared OMol25 structures with the same formula, charge and spin is 3.919 eV. As for the net charge: +1. The value obtained for the LUMO energy (alpha / beta) is -3.35 / -3.19 eV. The energy is -6689.04911 hartree. Its largest force on an atom is 1.7 eV/Å.

=====

No. 2
A 2-piece molecular cluster, C2H2Br3F overall at a distorted geometry. Source: OMol25; level of theory: the ωB97M-V functional and the def2-TZVPD basis.

Atoms and positions in Å:
C: 0.372 -1.947 0.209
C: -0.438 -1.172 -0.490
F: -0.773 -1.179 -1.804
Br: -0.468 4.475 -0.530
Br: 0.939 3.969 1.182
Br: -1.099 0.337 0.447
H: 0.554 -1.672 1.168
H: 0.914 -2.810 -0.183

Forces on atoms 1 to 2 (eV/Å):
-0.157 -1.385 -3.452
0.164 0.772 -0.081

The calculation puts the gap between HOMO and LUMO at 8.4021 eV. Its HOMO energy is -9.8 eV. The energy above the lowest of the compared OMol25 structures with the same formula, charge and spin is 0.855 eV. As for the net charge: 0. The value obtained for the LUMO energy is -1.40 eV. The energy is -7899.26031 hartree. Its largest force on an atom is 3.7 eV/Å. Its SMILES is C=C(F)Br.BrBr.

=====

No. 3
A 2-piece molecular cluster, C5H11N2O2 overall at a distorted geometry. Source: OMol25; level of theory: the ωB97M-V functional and the def2-TZVPD basis.

Atoms and positions in Å:
C: 1.913 1.001 -0.230
C: 1.366 -1.375 -0.211
C: 0.445 1.357 0.225
C: -0.169 -0.991 0.177
C: -3.562 0.061 0.022
N: 2.157 -0.298 0.318
N: -0.495 0.351 -0.250
O: -1.175 0.547 -1.204
O: -3.263 -0.658 0.936
H: 1.941 0.935 -1.350
H: 2.678 1.827 0.118
H: 1.613 -2.357 0.236
H: 1.629 -1.613 -1.247
H: 0.512 1.341 1.370
H: 0.062 2.342 -0.087
H: -0.855 -1.738 -0.194
H: -0.237 -0.969 1.306
H: -2.947 0.329 -0.870
H: -4.686 0.481 0.129
H: 3.073 -0.573 0.805

Forces on atoms 1 to 2 (eV/Å):
1.006 0.067 -0.618
0.181 0.494 0.833

The calculation puts the gap between HOMO and LUMO (alpha / beta) at 6.6855 / 6.6820 eV. Its HOMO energy (alpha / beta) is -13.3 / -13.3 eV. The energy above the lowest of the compared OMol25 structures with the same formula, charge and spin is 5.322 eV. As for the net charge: +1. The value obtained for the LUMO energy (alpha / beta) is -6.65 / -6.65 eV. The energy is -456.68080 hartree. Its largest force on an atom is 4.1 eV/Å.

=====

No. 4
C4H6Cl4F as an isolated structure at a distorted geometry. Source: OMol25; level of theory: the ωB97M-V functional and the def2-TZVPD basis.

Atoms and positions in Å:
Cl: 1.133 0.255 3.166
H: 0.071 -0.027 2.528
C: -0.800 0.039 -0.441
C: 0.601 -0.129 -0.815
C: 1.496 1.181 -0.820
C: -1.693 -1.103 0.183
Cl: -2.755 -0.694 1.612
Cl: -2.592 -1.128 -1.322
Cl: -0.806 -2.661 0.542
F: -1.165 1.340 0.091
H: 1.135 -0.981 -0.373
H: 0.275 -0.416 -1.824
H: 2.316 0.959 -1.507
H: 0.908 2.014 -1.191
H: 1.876 1.349 0.169

Forces on atoms 1 to 2 (eV/Å):
0.287 0.055 0.102
-0.343 -0.051 -0.136

The spin multiplicity is 2. The calculation puts the gap between HOMO and LUMO (alpha / beta) at 8.5012 / 11.1597 eV. Its HOMO energy (alpha / beta) is -8.3 / -11.3 eV. The energy above the lowest of the compared OMol25 structures with the same formula, charge and spin is 1.415 eV. As for the net charge: 0. The value obtained for the LUMO energy (alpha / beta) is 0.22 / -0.12 eV. The energy is -2096.52972 hartree. Its largest force on an atom is 5.5 eV/Å.

=====

No. 5
C3H3KLiO3 as an isolated structure at a distorted geometry. Source: OMol25; level of theory: the ωB97M-V functional and the def2-TZVPD basis.

Atoms and positions in Å:
H: -0.202 -2.379 1.716
C: -1.613 -2.993 0.631
C: -0.264 -2.410 0.429
O: -0.294 -1.497 -0.694
C: -0.067 -0.267 -0.544
O: 0.221 0.397 0.434
O: -1.704 -3.354 1.814
K: 0.924 3.551 -0.324
H: -2.459 -2.456 0.162
H: 0.548 -3.131 0.285
Li: 0.917 -0.222 2.271

Forces on atoms 1 to 2 (eV/Å):
0.777 1.771 -2.985
-0.885 1.772 4.214

The spin multiplicity is 2. The calculation puts the gap between HOMO and LUMO (alpha / beta) at 9.1504 / 8.0617 eV. Its HOMO energy (alpha / beta) is -17.0 / -17.1 eV. The energy above the lowest of the compared OMol25 structures with the same formula, charge and spin is 2.086 eV. As for the net charge: +2. The value obtained for the LUMO energy (alpha / beta) is -7.86 / -9.04 eV. The energy is -948.61319 hartree. Its largest force on an atom is 4.7 eV/Å.

=====

No. 6
C36H32BrN3O6PTi as an isolated structure. Source: OMol25; level of theory: the ωB97M-V functional and the def2-TZVPD basis.

Atoms and positions in Å:
Ti: 1.388 -0.422 -0.238
C: -0.887 3.059 6.818
C: -1.769 3.106 5.747
C: -1.381 2.638 4.500
C: -0.102 2.119 4.299
C: 0.778 2.091 5.380
C: 0.390 2.548 6.632
P: 0.518 1.454 2.696
C: -0.745 2.127 1.548
C: -0.451 3.340 0.928
C: -1.335 3.912 0.028
C: -2.527 3.269 -0.277
C: -2.827 2.060 0.332
C: -1.941 1.489 1.236
C: 0.070 -0.323 2.788
C: -0.616 -0.874 3.870
C: -0.858 -2.241 3.927
C: -0.410 -3.052 2.894
C: 0.257 -2.485 1.812
C: 0.529 -1.112 1.716
H: -1.191 3.425 7.791
H: -2.766 3.509 5.883
H: -2.077 2.678 3.670
H: 1.780 1.704 5.232
H: 1.088 2.513 7.459
H: 0.499 3.821 1.131
H: -1.082 4.845 -0.461
H: -3.208 3.701 -0.999
H: -3.761 1.563 0.096
H: -2.172 0.536 1.702
H: -0.965 -0.243 4.679
H: -1.386 -2.663 4.774
H: -0.572 -4.124 2.932
H: 0.590 -3.151 1.019
C: 1.160 -3.594 -2.562
C: 2.380 -3.219 -1.806
N: 2.455 -2.294 -0.872
C: 3.773 -2.197 -0.506
C: 4.505 -3.117 -1.196
N: 3.602 -3.750 -2.016
C: 5.927 -3.529 -1.218
O: 6.731 -2.917 -0.381
O: 6.279 -4.418 -1.966
C: 4.197 -1.061 0.369
O: 5.373 -1.021 0.764
O: 3.291 -0.205 0.586
H: 0.325 -3.020 -2.170
H: 0.946 -4.661 -2.478
H: 1.278 -3.332 -3.615
H: 3.866 -4.470 -2.669
H: 6.237 -2.211 0.165
C: -2.790 -3.205 -2.345
C: -2.971 -1.833 -1.685
C: -3.925 -1.938 -0.489
C: -3.466 -0.802 -2.706
C: -1.658 -1.389 -1.195
N: -0.627 -1.040 -0.843
H: -3.758 -3.554 -2.710
H: -2.403 -3.934 -1.631
H: -2.104 -3.144 -3.190
H: -4.893 -2.302 -0.839
H: -4.070 -0.968 -0.016
H: -3.539 -2.631 0.259
H: -4.448 -1.107 -3.073
H: -2.779 -0.725 -3.549
H: -3.552 0.185 -2.252
Br: 0.602 -0.088 -5.258
C: 0.778 1.704 -4.604
C: 0.570 2.698 -5.532
C: 0.562 4.044 -5.160
C: 0.739 4.361 -3.801
C: 0.940 3.379 -2.869
C: 1.003 1.990 -3.220
C: 1.264 1.052 -2.206
O: 1.244 1.407 -0.920
O: 1.500 -0.216 -2.360
H: 0.395 2.418 -6.563
H: 0.409 4.814 -5.903
H: 0.719 5.397 -3.482
H: 1.078 3.626 -1.825

Forces on atoms 1 to 2 (eV/Å):
0.428 0.188 -0.369
-0.042 0.011 -0.007

The spin multiplicity is 3. The calculation puts the gap between HOMO and LUMO (alpha / beta) at 4.0997 / 7.6936 eV. Its HOMO energy (alpha / beta) is -2.0 / -5.6 eV. As for the net charge: -1. The value obtained for the LUMO energy (alpha / beta) is 2.06 / 2.06 eV. The energy is -5771.82953 hartree. Its largest force on an atom is 0.6 eV/Å.